1.
Computed, not measured: a structure of composition C32H47N5O2P2SeTi, with the ωB97M-V functional and the def2-TZVPD basis.

The relative energy (zero: lowest compared OMol25 entry of this formula, charge and spin) is 0.000 eV. Its HOMO energy (spin up / spin down) is -0.358 / -0.358 Ha. Its spin multiplicity is 2. As for the orbital gap (spin up / spin down): 0.2752 / 0.2871 Eh. The net charge is +1. The value obtained for the LUMO energy (spin up / spin down) is -2.252 / -1.928 eV. Its molar mass is 722.5 g/mol. Its expectation value of S² is 0.75. Its calculated total energy is -152528.39210 eV.

The geometry in XYZ format:
```
90
C32H47N5O2P2SeTi (the ωB97M-V functional and the def2-TZVPD basis)
Ti -0.306 0.400 0.064
C -0.631 0.588 4.681
O 0.338 1.546 4.241
C 0.474 1.731 2.933
O -0.196 1.109 2.092
N 1.431 2.614 2.677
N 1.670 3.107 1.377
H -0.465 0.483 5.748
H -0.483 -0.369 4.182
H -1.635 0.967 4.496
H 1.883 3.049 3.465
H 2.139 2.360 0.852
H 2.325 3.874 1.478
C -4.581 0.957 0.042
P -2.959 0.872 0.890
C -3.408 -0.165 2.317
C -2.815 2.589 1.501
C -3.517 3.039 2.613
C -3.398 4.352 3.046
C -2.580 5.230 2.353
C -1.883 4.795 1.235
C -1.987 3.478 0.796
P -0.997 2.853 -0.614
C -0.002 4.284 -1.140
C -2.145 2.721 -2.032
H -5.317 1.378 0.728
H -4.907 -0.040 -0.251
H -4.532 1.589 -0.843
H -4.296 0.192 2.838
H -2.570 -0.247 3.002
H -3.611 -1.165 1.929
H -4.167 2.363 3.155
H -3.946 4.686 3.917
H -2.482 6.256 2.682
H -1.248 5.496 0.711
H -0.645 5.107 -1.455
H 0.604 3.977 -1.992
H 0.655 4.603 -0.338
H -2.815 3.579 -2.094
H -2.714 1.794 -1.986
H -1.536 2.669 -2.937
C -0.242 -5.259 1.471
N 0.131 -4.509 0.289
C 0.237 -3.169 0.197
Se -0.040 -1.920 1.544
N 0.608 -2.873 -1.058
C 0.724 -4.030 -1.811
C 1.031 -4.242 -3.145
C 1.053 -5.558 -3.571
C 0.771 -6.618 -2.700
C 0.452 -6.400 -1.371
C 0.432 -5.080 -0.947
H -0.440 -4.560 2.278
H 0.570 -5.925 1.759
H -1.139 -5.845 1.270
H 0.741 -1.925 -1.387
H 1.236 -3.416 -3.813
H 1.290 -5.776 -4.603
H 0.799 -7.631 -3.076
H 0.226 -7.219 -0.702
C 4.902 -0.505 1.584
C 4.509 0.104 0.233
C 5.161 1.485 0.078
C 4.975 -0.815 -0.905
C 3.044 0.238 0.167
C 1.830 0.341 0.131
H 5.988 -0.595 1.653
H 4.463 -1.496 1.703
H 4.554 0.122 2.406
H 6.248 1.388 0.064
H 4.890 2.135 0.912
H 4.845 1.961 -0.852
H 6.059 -0.937 -0.867
H 4.709 -0.396 -1.876
H 4.513 -1.799 -0.817
C 1.267 1.039 -2.935
C 0.064 0.152 -2.975
C -0.479 -0.446 -4.073
C -1.558 -1.265 -3.626
C -1.638 -1.130 -2.273
C -2.628 -1.784 -1.367
N -0.642 -0.252 -1.830
H 1.440 1.458 -3.927
H 2.162 0.496 -2.627
H 1.158 1.860 -2.224
H -0.135 -0.320 -5.088
H -2.202 -1.884 -4.232
H -2.879 -2.773 -1.754
H -3.557 -1.214 -1.314
H -2.247 -1.913 -0.350
```

Mulliken atomic charge list, values in e, 6 entries: 0.2905 -0.4156 -0.5468 0.2206 0.0135 -0.1951

=====

2.
Computed, not measured: a cluster of 7 separate species, C32H48BF18O15 in total at a distorted geometry, with the ωB97M-V functional and the def2-TZVPD basis.

The relative energy (zero: lowest compared OMol25 entry of this formula, charge and spin) is 0.000 eV. Its HOMO energy is -0.179 Ha. As for the orbital gap: 0.2447 Eh. The net charge is -1. The value obtained for the LUMO energy is 1.796 eV. Its molar mass is 1025.5 g/mol. Its calculated total energy is -114268.14134 eV.

The geometry in XYZ format:
```
114
C32H48BF18O15 (the ωB97M-V functional and the def2-TZVPD basis)
C 8.626 -0.270 -2.233
C 7.676 0.565 -3.068
O 8.141 1.384 -3.855
O 6.355 0.334 -2.935
C 5.724 1.225 -1.953
C 4.962 2.346 -2.657
C 3.559 2.546 -2.087
C 2.509 1.562 -2.649
B 1.663 0.848 -1.414
C 0.657 -0.330 -1.979
C -0.381 0.158 -2.978
O -1.678 0.372 -2.357
H 8.119 -0.850 -1.468
H 9.081 -0.976 -2.925
H 9.412 0.341 -1.806
H 5.096 0.616 -1.311
H 6.526 1.664 -1.358
H 5.525 3.270 -2.510
H 4.899 2.139 -3.720
H 3.245 3.559 -2.350
H 3.530 2.499 -0.996
H 2.998 0.750 -3.203
H 1.862 2.125 -3.328
H 1.031 1.707 -0.806
H 2.489 0.360 -0.667
H 1.281 -1.066 -2.501
H 0.139 -0.855 -1.171
H -0.489 -0.600 -3.764
H -0.104 1.103 -3.446
H -2.297 0.401 -3.090
C -0.720 -0.211 5.222
C 0.706 0.179 5.546
O 1.565 -0.010 4.413
C 1.529 0.955 3.493
O 0.862 1.943 3.547
C 2.511 0.632 2.355
F 2.406 -0.647 1.984
F 3.784 0.823 2.775
F 2.297 1.399 1.314
H -0.756 -1.233 4.841
H -1.345 -0.148 6.100
H -1.136 0.437 4.450
H 1.101 -0.464 6.331
H 0.770 1.207 5.902
C -4.095 -1.653 -1.917
C -5.183 -0.901 -1.189
O -6.320 -1.752 -0.891
C -6.207 -2.537 0.161
O -5.274 -2.624 0.902
C -7.508 -3.332 0.347
F -7.947 -3.854 -0.802
F -8.485 -2.544 0.827
F -7.345 -4.335 1.210
H -4.494 -2.127 -2.817
H -3.291 -0.974 -2.196
H -3.674 -2.443 -1.295
H -5.574 -0.105 -1.819
H -4.811 -0.442 -0.275
C -0.606 6.162 -6.001
C -0.815 5.993 -4.512
O -2.121 5.456 -4.224
C -2.242 4.143 -4.376
O -1.387 3.392 -4.729
C -3.660 3.703 -3.982
F -4.591 4.504 -4.522
F -3.815 3.738 -2.656
F -3.908 2.461 -4.392
H -1.401 6.774 -6.431
H 0.354 6.640 -6.196
H -0.621 5.200 -6.511
H -0.778 6.959 -4.014
H -0.046 5.363 -4.066
C -8.484 -5.240 3.633
C -9.566 -4.460 4.346
O -10.710 -5.289 4.643
C -10.607 -6.066 5.708
O -9.670 -6.146 6.445
C -11.916 -6.847 5.905
F -12.350 -7.376 4.756
F -12.876 -6.037 6.370
F -11.756 -7.836 6.776
H -8.883 -5.714 2.738
H -7.671 -4.582 3.354
H -8.086 -6.030 4.270
H -9.938 -3.665 3.703
H -9.193 -3.996 5.258
C 11.895 -0.967 -4.028
C 11.720 -2.455 -4.232
O 12.993 -3.126 -4.343
C 13.620 -3.381 -3.207
O 13.239 -3.114 -2.107
C 14.930 -4.130 -3.498
F 15.609 -3.561 -4.500
F 14.675 -5.398 -3.844
F 15.719 -4.148 -2.429
H 12.510 -0.541 -4.822
H 10.929 -0.466 -4.027
H 12.395 -0.754 -3.083
H 11.203 -2.648 -5.169
H 11.129 -2.904 -3.434
C -5.399 3.190 3.553
C -5.115 4.114 4.718
O -4.597 3.388 5.849
C -3.306 3.086 5.793
O -2.552 3.357 4.912
C -2.888 2.350 7.075
F -3.760 1.390 7.406
F -2.817 3.199 8.109
F -1.696 1.781 6.924
H -6.067 2.384 3.860
H -5.861 3.741 2.736
H -4.483 2.731 3.183
H -6.036 4.579 5.063
H -4.428 4.912 4.439
```

Mulliken atomic charge list, values in e, 6 entries: -0.6631 0.5917 -0.5910 -0.3527 -0.4232 -0.8775

=====

3.
Computed, not measured: a structure of composition C32H48BN5P2PdS2, with the ωB97M-V functional and the def2-TZVPD basis.

The relative energy (zero: lowest compared OMol25 entry of this formula, charge and spin) is 1.554 eV. Its HOMO energy is -0.231 Ha. As for the orbital gap: 0.2169 Eh. The value obtained for the LUMO energy is -0.377 eV. Its molar mass is 746.1 g/mol. Its calculated total energy is -85821.58915 eV.

The geometry in XYZ format:
```
91
C32H48BN5P2PdS2 (the ωB97M-V functional and the def2-TZVPD basis)
Pd 0.015 -0.109 -0.287
C -2.373 -1.579 3.803
C -1.376 -2.497 3.096
C -2.043 -3.736 2.499
P -0.185 -1.669 1.905
C 1.247 -2.872 1.937
C 1.248 -3.699 0.652
C 1.404 -3.798 3.145
C 0.338 -0.231 2.905
C 1.325 -0.268 3.877
C 1.704 0.880 4.562
C 1.089 2.083 4.237
C 0.099 2.147 3.268
C -0.316 0.993 2.589
N -1.193 0.920 1.538
C -2.207 1.732 1.209
C -2.811 2.735 2.015
C -3.951 3.395 1.602
C -4.560 3.126 0.375
C -3.989 2.160 -0.439
C -2.820 1.503 -0.076
P -2.117 0.146 -1.045
C -3.362 -1.197 -0.791
C -3.818 -1.259 0.654
C -2.878 -2.552 -1.299
C -2.335 0.360 -2.893
C -1.246 -0.398 -3.659
C -2.470 1.782 -3.443
H -2.834 -2.136 4.623
H -3.177 -1.230 3.160
H -1.879 -0.705 4.227
H -0.686 -2.829 3.874
H -2.773 -3.468 1.737
H -2.566 -4.293 3.280
H -1.322 -4.413 2.038
H 2.122 -2.223 1.907
H 0.427 -4.422 0.640
H 2.182 -4.261 0.567
H 1.149 -3.065 -0.228
H 0.601 -4.534 3.208
H 1.446 -3.269 4.098
H 2.340 -4.355 3.047
H 1.832 -1.200 4.100
H 2.480 0.840 5.315
H 1.398 2.995 4.735
H -0.318 3.107 2.994
H -2.408 2.939 2.997
H -4.393 4.132 2.264
H -5.463 3.640 0.076
H -4.473 1.917 -1.379
H -4.206 -0.858 -1.404
H -2.951 -1.336 1.303
H -4.459 -2.128 0.817
H -4.368 -0.365 0.946
H -1.971 -2.856 -0.770
H -2.661 -2.546 -2.368
H -3.643 -3.312 -1.122
H -3.281 -0.156 -3.084
H -0.274 0.084 -3.558
H -1.501 -0.415 -4.722
H -1.134 -1.430 -3.322
H -1.567 2.360 -3.265
H -3.315 2.323 -3.022
H -2.623 1.721 -4.524
C -1.134 4.222 -0.703
N 0.203 3.934 -0.207
C 0.891 4.792 0.611
C 2.157 4.322 0.683
N 2.246 3.191 -0.088
B 3.706 2.563 -0.238
N 3.687 1.412 -1.268
C 4.157 1.462 -2.560
C 3.841 0.295 -3.165
N 3.175 -0.467 -2.225
C 2.556 -1.757 -2.461
C 3.084 0.235 -1.081
S 2.292 -0.238 0.376
C 1.038 2.945 -0.614
S 0.533 1.669 -1.718
H -1.770 4.515 0.129
H -1.541 3.329 -1.157
H -1.079 5.022 -1.442
H 0.421 5.654 1.050
H 3.014 4.695 1.214
H 4.409 3.443 -0.679
H 4.060 2.180 0.842
H 4.680 2.326 -2.929
H 4.029 -0.067 -4.160
H 2.626 -1.978 -3.523
H 1.511 -1.711 -2.160
H 3.057 -2.535 -1.887
```

Mulliken atomic charge list, values in e, 6 entries: 0.2340 -1.4460 0.0304 -1.1256 1.5787 0.9741